DFT (ωB97M-V/def2-TZVPD) results for a cluster of 11 separate species, C40H78O15S2 in total at a distorted geometry.

XYZ file:
```
135
Properties=species:S:1:pos:R:3
O 0.14218 -2.73924 3.51385
C -0.69652 -2.12929 3.03123
O -2.02534 -2.42686 3.15420
C -2.77183 -1.66262 2.20261
C -4.12985 -2.18158 1.77973
C -4.88965 -1.01975 1.13535
C -6.36320 -1.39281 0.82624
S -7.43809 -0.27146 1.71055
O -7.21993 1.01170 1.16469
O -8.81390 -0.63680 1.62890
O -6.99085 -0.30129 3.23217
C -1.72136 -1.36080 1.14249
C -0.62690 -0.90895 2.10882
C 0.71791 -0.48190 1.55051
C 0.53479 0.87245 0.83149
C 0.43179 2.06439 1.82171
S -1.26459 2.79302 1.77988
H -2.99990 -0.72218 2.72337
H -4.67227 -2.40961 2.70017
H -4.09667 -3.05853 1.13523
H -4.36303 -0.69345 0.24459
H -4.89045 -0.16758 1.81019
H -6.54801 -1.21220 -0.22376
H -6.58757 -2.41629 1.11200
H -7.71347 -0.69894 3.75149
H -1.46339 -2.31298 0.66834
H -1.99025 -0.69754 0.32530
H -1.03834 -0.06810 2.67075
H 1.38587 -0.34675 2.39761
H 1.12093 -1.16885 0.80862
H -0.36986 0.86543 0.23425
H 1.34597 1.04863 0.11323
H 1.15967 2.83341 1.61093
H 0.55023 1.69985 2.83970
H -2.00776 2.01786 2.59927
C -7.17242 2.15939 5.08050
C -6.28875 3.25773 5.62126
O -5.31292 3.63896 5.01841
C -6.67803 3.86038 6.95162
H -6.78213 1.82261 4.12761
H -7.18778 1.31771 5.77623
H -8.18658 2.53514 4.93223
H -6.67481 3.09096 7.72553
H -7.67100 4.30761 6.88275
H -5.96136 4.63375 7.22110
C 2.63968 -0.33895 -3.34510
C 2.98689 1.04242 -2.85641
O 2.24448 1.65921 -2.12198
C 4.29995 1.61601 -3.32282
H 1.67384 -0.63478 -2.93744
H 2.57992 -0.34617 -4.43506
H 3.39832 -1.04647 -3.00855
H 4.31129 1.69102 -4.40953
H 5.12140 0.98042 -2.99165
H 4.42851 2.61179 -2.89881
C -13.03613 0.56607 4.88910
C -11.82543 0.12108 4.10489
O -10.70877 0.20201 4.56968
C -12.06836 -0.42743 2.72035
H -12.72057 0.93716 5.86245
H -13.55192 1.36628 4.35600
H -13.71546 -0.27515 5.03515
H -12.54123 0.33334 2.09595
H -12.70287 -1.31396 2.77524
H -11.11246 -0.70844 2.27755
C 8.00558 1.50772 -7.40749
C 7.12256 1.97797 -6.27616
O 6.59801 1.19691 -5.51654
C 6.92360 3.46843 -6.13522
H 8.06231 0.42113 -7.39282
H 7.58888 1.82681 -8.36424
H 9.01105 1.91528 -7.29085
H 6.46093 3.87082 -7.03791
H 7.88319 3.95902 -5.96454
H 6.27133 3.66692 -5.28687
C 7.77788 -2.09787 -3.11457
C 6.73162 -1.92828 -2.04562
O 5.59693 -1.59722 -2.31688
C 7.15714 -2.18963 -0.62273
H 7.33762 -1.87834 -4.08656
H 8.60647 -1.41146 -2.93942
H 8.14822 -3.12309 -3.11460
H 7.95949 -1.50583 -0.34233
H 7.50156 -3.21966 -0.52033
H 6.31037 -2.03222 0.04303
C 11.06703 -5.30979 -3.90179
C 11.37238 -3.94860 -3.33089
O 10.61010 -3.39020 -2.57370
C 12.67538 -3.30750 -3.74606
H 10.10765 -5.65506 -3.52632
H 11.01649 -5.25542 -4.98848
H 11.84150 -6.01849 -3.60007
H 12.69502 -3.16986 -4.82832
H 13.51394 -3.93492 -3.44022
H 12.76952 -2.33545 -3.26553
C -11.35996 1.84047 -0.71418
C -12.22297 3.04411 -0.42856
O -13.40678 2.93534 -0.20055
C -11.54235 4.39171 -0.43867
H -11.96589 0.93685 -0.67766
H -10.92995 1.92690 -1.71331
H -10.57493 1.75560 0.04020
H -11.10849 4.58375 -1.42121
H -10.75869 4.41966 0.32011
H -12.27380 5.16697 -0.21904
C 6.36967 -4.66972 -5.55292
C 7.55298 -5.23130 -6.30160
O 8.64735 -5.31708 -5.78969
C 7.31233 -5.68439 -7.72126
H 6.67699 -4.38486 -4.55007
H 5.98579 -3.78705 -6.06713
H 5.58332 -5.42282 -5.47993
H 6.96853 -4.84499 -8.32772
H 6.56532 -6.47948 -7.73766
H 8.24105 -6.06534 -8.14147
C 2.30794 -1.96151 8.47217
C 2.43693 -2.10553 6.97255
O 3.37452 -1.62953 6.37443
C 1.34657 -2.86701 6.25907
H 3.15474 -1.39519 8.85541
H 1.38735 -1.42973 8.71819
H 2.30000 -2.94628 8.94221
H 0.38515 -2.37333 6.41043
H 1.29980 -3.89011 6.63771
H 1.56073 -2.89596 5.19870
C 1.10112 7.37229 0.10746
C 1.36619 5.90149 -0.11129
O 0.78890 5.05471 0.52845
C 2.38380 5.53289 -1.16544
H 0.35265 7.49139 0.88828
H 2.01873 7.87492 0.41788
H 0.72718 7.82516 -0.81228
H 3.35669 5.95690 -0.90930
H 2.06430 5.90760 -2.13941
H 2.47338 4.44848 -1.21891
```

Output
HOMO level   -8.150 eV
Total charge   0
Gap between HOMO and LUMO   8.597 eV

Atomic partial charges in e from the Mulliken method, atoms 1 to 8: number 1, O, carries -0.504; number 2, C, carries 0.038; number 3, O, carries -0.460; number 4, C, carries 0.348; number 5, C, carries -0.633; number 6, C, carries -0.439; number 7, C, carries -0.857; number 8, S, carries 1.231